This record from the OMol25 dataset describes a cluster of 2 separate species, C34H38BNO2S in total at a distorted geometry. The level of theory is ωB97M-V with the def2-TZVPD basis set.

Atoms and positions in Å:
C: -2.47 5.18 0.26
C: -1.52 4.04 0.54
C: -1.66 2.78 -0.06
C: -0.74 1.76 0.22
C: 0.27 1.96 1.16
C: 0.99 0.84 1.94
C: 2.25 0.26 1.52
C: 2.43 -1.10 1.34
C: 3.64 -1.47 0.73
C: 4.44 -0.41 0.37
C: 5.66 -0.57 -0.45
S: 3.70 1.07 0.92
C: 0.14 -0.29 2.49
C: 0.70 -0.87 3.61
N: -0.22 -1.51 4.38
C: 0.20 -1.98 5.68
C: -1.48 -1.38 3.75
C: -2.75 -1.44 4.33
C: -3.83 -0.90 3.61
C: -3.64 -0.34 2.34
C: -2.37 -0.30 1.76
C: -1.25 -0.69 2.49
C: 0.53 3.27 1.60
C: -0.42 4.27 1.39
H: -2.54 5.84 1.14
H: -2.17 5.82 -0.58
H: -3.48 4.82 0.03
H: -2.50 2.62 -0.74
H: -0.78 0.83 -0.36
H: 1.29 1.41 2.84
H: 1.71 -1.85 1.64
H: 3.84 -2.48 0.43
H: 6.56 -0.79 0.14
H: 5.57 -1.46 -1.09
H: 5.85 0.31 -1.07
H: 1.72 -0.77 3.97
H: -0.36 -2.83 6.06
H: 1.26 -2.27 5.58
H: 0.20 -1.17 6.43
H: -2.91 -1.84 5.34
H: -4.83 -0.88 4.04
H: -4.48 0.09 1.78
H: -2.24 0.06 0.75
H: 1.47 3.46 2.13
H: -0.32 5.27 1.85
C: 0.22 -3.28 -4.19
C: 0.54 -2.51 -2.91
C: 1.74 -3.15 -2.25
O: 0.90 -1.19 -3.39
B: -0.04 -0.35 -2.88
C: -0.17 1.17 -3.21
C: 0.77 1.97 -2.56
C: 0.64 3.35 -2.53
C: -0.33 3.97 -3.33
C: -1.21 3.18 -4.08
C: -1.15 1.78 -4.01
O: -0.74 -0.83 -1.77
C: -0.67 -2.28 -1.88
C: -2.03 -2.71 -2.41
C: -0.53 -2.89 -0.49
H: -0.10 -4.30 -3.98
H: -0.53 -2.76 -4.79
H: 1.13 -3.32 -4.81
H: 1.53 -4.21 -2.02
H: 2.61 -3.12 -2.92
H: 2.02 -2.64 -1.32
H: 1.61 1.52 -2.02
H: 1.28 3.95 -1.88
H: -0.41 5.06 -3.36
H: -1.96 3.67 -4.73
H: -1.87 1.17 -4.57
H: -2.04 -3.78 -2.62
H: -2.78 -2.50 -1.63
H: -2.31 -2.14 -3.30
H: -0.59 -3.99 -0.55
H: 0.40 -2.62 0.01
H: -1.35 -2.56 0.15

Calculated values
SMILES	Cc1ccc([C@H](c2ccc(C)s2)c2cn(C)c3ccccc23)cc1.CC1(C)OB(c2ccccc2)OC1(C)C
relative energy (zero: lowest compared OMol25 entry of this formula, charge and spin)	0.00	kJ/mol
Kohn-Sham gap	0.288	Ha
HOMO level	-7.23	eV
LUMO energy	0.61	eV